# 1
C35H48BCl3GeMnN6OS4 as an isolated structure at a distorted geometry, computed with wB97M-V/def2-TZVPD.

The geometry in XYZ format:
```
100
Properties=species:S:1:pos:R:3:mulliken_charge:R:1
Mn 0.577 -0.050 -0.839 0.841
C 3.642 -1.359 4.559 -1.662
C 2.786 -1.784 3.368 1.299
C 3.569 -1.576 2.079 -2.336
C 2.393 -3.260 3.458 -1.442
N 1.508 -0.978 3.413 0.699
C 0.692 -1.110 4.522 -0.202
C -0.371 -0.310 4.347 -1.508
N -0.244 0.306 3.118 0.073
B -1.475 1.117 2.631 0.151
N -2.636 0.158 2.083 0.566
C -3.860 0.738 1.887 -1.303
C -4.736 -0.222 1.529 -0.564
N -4.063 -1.418 1.505 0.752
C -2.770 -1.164 1.814 0.016
S -1.446 -2.315 1.856 -0.237
C -4.874 -2.705 1.379 0.865
C -5.677 -2.821 2.678 -1.625
C -4.039 -3.971 1.231 -1.617
C -5.810 -2.548 0.179 -1.423
N -1.160 2.260 1.606 0.685
C -0.881 3.529 2.067 -1.188
C -0.963 4.380 1.031 -0.593
N -1.318 3.649 -0.091 0.714
C -1.399 2.355 0.275 -0.011
S -1.616 0.952 -0.710 -0.453
C -1.557 4.357 -1.401 1.193
C -2.273 3.480 -2.419 -1.900
C -0.190 4.778 -1.935 -1.319
C -2.441 5.573 -1.110 -1.741
C 0.914 -0.106 2.569 0.203
S 1.538 0.589 1.107 -0.643
H 4.583 -1.906 4.537 0.446
H 3.155 -1.576 5.509 0.413
H 3.861 -0.291 4.518 0.378
H 4.485 -2.162 2.148 0.663
H 3.834 -0.535 1.921 0.478
H 2.994 -1.945 1.229 0.439
H 3.290 -3.868 3.346 0.487
H 1.693 -3.522 2.663 0.186
H 1.940 -3.512 4.417 0.413
H 0.928 -1.764 5.340 0.606
H -1.210 -0.122 4.993 0.649
H -1.940 1.644 3.600 -0.137
H -4.016 1.792 2.042 0.706
H -5.783 -0.141 1.305 0.652
H -5.012 -2.968 3.530 0.365
H -6.341 -3.682 2.610 0.480
H -6.288 -1.937 2.856 0.382
H -3.456 -4.173 2.127 0.477
H -3.369 -3.956 0.382 0.131
H -4.738 -4.797 1.100 0.591
H -6.612 -1.837 0.371 0.408
H -6.272 -3.511 -0.031 0.483
H -5.266 -2.232 -0.709 0.257
H -0.653 3.727 3.100 0.679
H -0.812 5.442 1.008 0.582
H -1.645 2.668 -2.774 0.350
H -2.526 4.100 -3.279 0.552
H -3.194 3.057 -2.018 0.411
H 0.438 3.903 -2.107 0.124
H 0.327 5.432 -1.231 0.374
H -0.314 5.316 -2.875 0.434
H -3.332 5.278 -0.556 0.378
H -2.759 6.016 -2.052 0.470
H -1.918 6.344 -0.546 0.424
O 1.169 1.536 -1.994 -0.611
S 0.741 1.218 -3.579 0.591
C 0.231 -0.335 -3.432 -0.735
C 1.499 -2.262 -2.297 0.777
C 1.404 -3.398 -3.146 -0.792
C 2.470 -4.127 -3.602 -0.967
C 3.750 -3.860 -3.137 -0.595
C 3.893 -2.871 -2.177 -0.656
C 2.797 -2.158 -1.745 -0.021
C 2.435 0.806 -4.351 -0.769
C 3.421 1.723 -3.714 0.160
C 4.198 1.289 -2.646 0.256
C 5.019 2.179 -1.971 -0.932
C 5.059 3.511 -2.358 -0.412
C 4.275 3.955 -3.414 -0.781
C 3.450 3.067 -4.084 -0.308
H -0.485 -2.300 -2.786 0.504
H -1.002 -1.009 -2.045 0.488
H 0.374 -3.547 -3.487 0.409
H 2.293 -4.926 -4.309 0.490
H 4.603 -4.419 -3.493 0.463
H 4.860 -2.661 -1.739 0.552
H 2.952 -1.390 -0.985 0.391
H 2.296 0.993 -5.415 0.650
H 2.616 -0.245 -4.149 0.216
H 4.188 0.243 -2.364 0.373
H 5.624 1.831 -1.144 0.446
H 5.700 4.207 -1.833 0.431
H 4.304 4.994 -3.712 0.432
H 2.824 3.415 -4.899 0.470
Cl -2.573 -2.480 -1.478 -0.294
Ge -0.716 -2.264 -0.357 1.814
Cl 0.215 -4.227 -0.230 -0.328
Cl 0.226 -1.292 -2.191 -0.732
```

Strongest force on any atom (Eh/bohr): 0.175
Frontier orbital gap (spin up / spin down) (eV): 6.4 / 6.2
⟨S²⟩: 8.93
LUMO level (spin up / spin down) (eV): -6.6 / -7.1
2S+1: 6
Relative energy (zero: lowest compared OMol25 entry of this formula, charge and spin) (kJ/mol): 2006.7
HOMO (spin up / spin down) (eV): -12.972 / -13.251
Charge: +2

***

# 2
C35H49BrN7O5PdS as an isolated structure at a distorted geometry, computed with wB97M-V/def2-TZVPD.

The geometry in XYZ format:
```
99
Properties=species:S:1:pos:R:3:mulliken_charge:R:1
Pd -0.477 -0.717 -0.043 0.523
C -1.539 -1.179 -7.749 -1.026
O -1.031 -0.531 -6.587 -0.249
C -0.977 0.818 -6.590 0.484
C -1.379 1.632 -7.638 -0.629
C -1.263 3.014 -7.527 -0.837
C -0.731 3.585 -6.384 -0.897
C -0.314 2.768 -5.338 0.348
C -0.446 1.390 -5.428 -0.047
N 0.008 0.510 -4.407 0.377
C -0.414 0.509 -3.108 -0.849
N -1.302 1.507 -2.841 0.217
C -2.147 1.728 -1.751 -0.977
C -1.856 1.597 -0.395 2.319
C -2.904 1.723 0.527 -0.975
C -4.174 2.055 0.122 -1.261
C -4.439 2.343 -1.210 -0.397
C -3.427 2.192 -2.126 0.642
O -3.561 2.443 -3.451 -0.417
C -4.580 3.360 -3.851 -1.017
N 0.034 -0.346 -2.226 1.810
C 1.160 -1.128 -2.669 0.076
C 2.429 -0.693 -2.296 -0.553
C 3.586 -1.308 -2.743 -0.778
C 3.487 -2.411 -3.581 -0.803
C 2.236 -2.852 -3.977 -0.586
C 1.072 -2.207 -3.561 0.478
O -0.051 -2.545 -4.256 -0.430
C -1.295 -2.828 -3.603 -0.664
H -2.565 -0.869 -7.956 0.414
H -1.518 -2.241 -7.528 0.237
H -0.912 -0.975 -8.619 0.402
H -1.788 1.198 -8.541 0.424
H -1.580 3.640 -8.351 0.428
H -0.616 4.659 -6.308 0.427
H 0.140 3.200 -4.453 0.497
H 0.345 -0.377 -4.747 0.223
H -1.676 1.937 -3.676 0.283
H -2.729 1.589 1.580 0.415
H -4.967 2.125 0.856 0.446
H -5.427 2.660 -1.517 0.455
H -4.311 3.696 -4.847 0.276
H -4.619 4.214 -3.174 0.462
H -5.555 2.873 -3.885 0.344
H 2.498 0.183 -1.667 0.157
H 4.554 -0.913 -2.457 0.529
H 4.375 -2.911 -3.949 0.422
H 2.130 -3.679 -4.671 0.505
H -1.232 -3.769 -3.066 0.343
H -2.030 -2.905 -4.400 0.217
H -1.587 -2.049 -2.911 0.122
C 0.269 3.300 1.679 -2.180
C -0.232 1.916 1.452 -0.800
N -0.475 1.483 0.095 1.053
O 0.396 2.141 -0.789 -0.706
C -0.499 1.080 2.464 0.834
C -0.350 1.437 3.910 -1.644
N -0.983 -0.177 2.059 0.621
O -1.341 -0.918 2.896 -0.563
H 0.252 3.886 0.765 0.404
H 1.288 3.285 2.076 0.387
H -0.357 3.791 2.428 0.479
H 1.277 1.933 -0.448 0.363
H -0.890 2.355 4.148 0.423
H 0.703 1.584 4.158 0.354
H -0.742 0.631 4.522 0.420
C 3.931 -4.272 4.495 -0.891
C 2.850 -3.494 5.243 -0.830
C 1.996 -2.593 4.345 -0.175
C 1.159 -3.343 3.298 -0.909
N 1.856 -3.624 2.042 0.179
C 2.146 -2.758 1.078 0.154
S 1.799 -1.053 1.155 -0.376
N 2.773 -3.221 0.004 0.646
C 3.168 -4.609 -0.231 -1.298
C 4.435 -5.036 0.514 0.236
C 5.739 -4.531 -0.109 -0.618
C 5.996 -3.032 0.072 -0.760
H 4.558 -4.833 5.191 0.432
H 4.577 -3.593 3.932 0.187
H 3.496 -4.995 3.800 0.194
H 3.325 -2.865 6.001 0.371
H 2.198 -4.193 5.776 0.338
H 2.634 -1.872 3.831 0.316
H 1.303 -2.023 4.970 0.299
H 0.260 -2.793 3.062 0.071
H 0.849 -4.309 3.698 0.481
H 2.024 -4.595 1.831 0.295
H 2.970 -2.540 -0.708 -0.450
H 3.318 -4.707 -1.305 0.459
H 2.328 -5.263 0.027 0.467
H 4.457 -6.130 0.530 0.403
H 4.378 -4.698 1.553 -0.310
H 5.750 -4.780 -1.175 0.302
H 6.563 -5.080 0.352 0.360
H 5.275 -2.418 -0.472 0.037
H 6.990 -2.771 -0.294 0.426
H 5.944 -2.752 1.128 0.198
Br -1.089 -3.075 -0.032 -0.592
```

Strongest force on any atom (Eh/bohr): 0.041
Frontier orbital gap (spin up / spin down) (eV): 6.4 / 6.4
LUMO level (spin up / spin down) (eV): -3.8 / -3.6
HOMO (spin up / spin down) (eV): -10.150 / -9.951
Charge: +1

***

- What is the strongest force on any atom in the first record?
  0.175 Eh/bohr